[1]
{"formula": "CH3ClO2PS", "method": "ωB97M-V/def2-TZVPD", "symbols": ["C", "O", "O", "P", "S", "Cl", "H", "H", "H"], "xyz": [[-1.24348, -0.19393, 0.16629], [2.98154, -0.53094, 0.32933], [1.19729, -0.74121, -1.52655], [1.60124, -0.51732, -0.13884], [0.10631, -0.65525, 1.27928], [-0.17930, 2.94910, 0.00324], [-2.16931, -0.53645, 0.61743], [-1.07739, -0.67200, -0.79354], [-1.21689, 0.89800, 0.06336]], "atomic_forces_ev_per_a": [[-0.19, 0.14, -0.15], [0.01, 0.22, 0.69], [-0.40, 0.24, 0.12], [-0.11, -0.47, -0.27], [0.77, 0.18, -0.51], [0.13, -0.12, 0.00], [-0.07, -0.08, 0.11], [-0.12, -0.05, 0.00], [-0.02, -0.06, 0.01]], "nbo_charge": [-0.7665, -1.0338, -1.0355, 2.0742, -0.0507, -0.9450, 0.2075, 0.2425, 0.3072], "energy_ev": -37830.962, "charge": -1, "homo_lumo_gap_ha": 0.2649, "e_above_lowest_kj_mol": 92.79}

***

[2]
{"formula": "C25H40GeO3OsSe2Si", "method": "ωB97M-V/def2-TZVPD", "symbols": ["Os", "C", "Se", "C", "C", "Se", "C", "H", "H", "H", "H", "H", "H", "H", "H", "H", "H", "C", "O", "C", "C", "C", "C", "C", "C", "O", "C", "O", "C", "H", "H", "H", "H", "H", "H", "H", "H", "H", "C", "Si", "C", "C", "C", "C", "C", "C", "C", "H", "H", "H", "H", "H", "H", "H", "H", "H", "H", "H", "C", "Ge", "C", "C", "C", "H", "H", "H", "H", "H", "H", "H", "H", "H", "H"], "xyz": [[-0.10316, -0.34731, -0.33320], [-0.96318, -1.11785, 3.53453], [-0.29880, -1.87651, 1.87639], [-2.03383, -2.62178, 1.32636], [-1.87827, -3.84959, 0.44542], [-0.75041, -3.46791, -1.10124], [-1.21563, -5.06788, -2.09981], [-1.72215, -0.37372, 3.33653], [-0.12079, -0.65161, 4.03975], [-1.36037, -1.92788, 4.14261], [-2.55040, -1.82439, 0.80539], [-2.57319, -2.88168, 2.23806], [-2.85978, -4.14944, 0.07873], [-1.42600, -4.67989, 0.98523], [-0.75331, -5.94126, -1.64738], [-0.83971, -4.93750, -3.11103], [-2.29710, -5.17975, -2.12477], [6.24508, -3.26317, 0.47513], [6.24254, -2.61064, -0.78645], [5.09013, -2.03808, -1.18802], [5.13461, -1.44981, -2.48115], [4.02285, -0.84428, -2.96701], [2.80015, -0.78553, -2.23503], [1.62469, -0.22026, -2.79856], [1.66047, 0.68156, -3.99749], [0.45884, -0.43274, -2.34706], [2.77448, -1.36047, -0.92250], [1.76139, -1.29757, -0.14619], [3.94704, -1.99880, -0.43391], [7.23731, -3.68716, 0.59313], [5.49981, -4.06014, 0.50536], [6.05087, -2.55625, 1.28397], [6.05023, -1.50972, -3.05250], [4.06868, -0.43219, -3.96466], [2.60112, 0.69377, -4.53577], [1.45673, 1.69022, -3.62864], [0.84890, 0.40956, -4.67123], [3.88276, -2.42242, 0.55692], [1.09133, 2.96931, -0.68650], [0.64888, 1.65741, 0.58339], [2.24280, 1.37517, 1.54532], [-0.48025, 2.48737, 1.85731], [-1.63866, 1.87781, 2.33415], [-2.42215, 2.46988, 3.32133], [-2.06568, 3.70506, 3.84108], [-0.92627, 4.34388, 3.36766], [-0.14436, 3.73654, 2.39460], [1.44523, 3.87814, -0.18821], [0.23656, 3.23609, -1.31293], [1.89901, 2.61072, -1.33382], [2.57709, 2.31125, 2.00692], [3.03883, 1.01417, 0.88677], [2.10461, 0.63475, 2.33856], [-1.93260, 0.92788, 1.90229], [-3.31678, 1.97301, 3.68221], [-2.67383, 4.17081, 4.60704], [-0.65046, 5.31756, 3.75554], [0.74789, 4.24772, 2.04493], [-4.61377, 1.10023, 0.75089], [-3.35712, 1.36080, -0.72820], [-2.79592, 3.22697, -0.68840], [-4.38508, 1.08784, -2.37014], [-1.85499, 0.09568, -0.79620], [-5.51920, 1.66623, 0.51943], [-4.20495, 1.48007, 1.68385], [-4.89105, 0.05220, 0.88411], [-3.68331, 3.86376, -0.71146], [-2.17750, 3.46179, -1.55711], [-2.22574, 3.44749, 0.21249], [-5.23644, 1.77106, -2.40040], [-4.75963, 0.06397, -2.43219], [-3.76270, 1.27528, -3.24778], [-2.02638, -0.50786, -1.71646]], "atomic_forces_ev_per_a": [[-0.23, -2.03, 0.39], [0.09, -0.02, 0.12], [-0.33, 0.99, -0.70], [0.01, -0.37, 0.13], [0.07, 0.11, 0.04], [-0.02, 0.03, -0.08], [0.00, -0.04, 0.04], [-0.05, -0.03, 0.06], [-0.01, 0.04, 0.00], [0.05, -0.03, 0.01], [-0.10, 0.03, 0.00], [0.02, -0.01, 0.02], [0.00, -0.03, -0.02], [-0.07, 0.00, 0.10], [-0.01, -0.02, -0.01], [0.00, -0.01, -0.01], [0.00, 0.00, -0.05], [0.01, 0.04, -0.04], [0.03, -0.07, 0.03], [-0.10, 0.02, 0.08], [-0.02, 0.00, -0.01], [0.05, 0.06, 0.01], [-0.06, 0.26, -0.10], [0.23, -0.27, -0.07], [-0.04, -0.15, -0.17], [0.09, 1.14, 0.29], [-0.24, -0.16, 0.12], [0.73, 0.13, 0.07], [0.06, -0.08, -0.05], [0.02, 0.00, -0.01], [-0.01, -0.01, -0.02], [0.00, 0.02, 0.00], [-0.01, -0.01, 0.02], [-0.02, 0.03, 0.02], [0.00, 0.03, 0.00], [-0.02, -0.01, 0.01], [-0.01, 0.02, 0.01], [0.01, 0.01, 0.00], [-0.03, 0.15, -0.17], [-0.17, -0.42, 0.08], [0.22, 0.05, 0.06], [-0.06, 0.10, 0.10], [0.02, 0.20, 0.10], [0.05, -0.04, -0.03], [-0.01, -0.01, -0.01], [0.03, 0.00, -0.04], [-0.03, -0.06, 0.02], [0.01, -0.03, -0.08], [0.05, -0.01, 0.01], [-0.03, 0.03, 0.03], [0.02, -0.06, 0.00], [-0.02, 0.00, 0.05], [0.01, 0.02, -0.03], [-0.01, 0.05, -0.06], [0.03, 0.01, 0.00], [0.00, 0.00, -0.02], [0.01, -0.03, 0.01], [-0.03, 0.00, 0.02], [-0.10, -0.11, 0.07], [-0.02, 0.03, 0.19], [0.10, 0.11, -0.06], [-0.01, -0.04, -0.14], [0.32, 0.69, -0.44], [0.00, -0.04, 0.03], [-0.05, -0.02, -0.02], [0.00, 0.03, -0.02], [0.03, 0.00, -0.01], [-0.04, 0.01, 0.02], [-0.04, 0.04, -0.04], [0.02, -0.03, -0.01], [0.00, 0.03, 0.00], [-0.03, -0.01, 0.02], [-0.37, -0.22, 0.16]], "mulliken_charge": [-0.4981, -0.9420, 0.1605, -0.7002, -0.9025, 0.3934, -1.0526, 0.1151, 0.3587, 0.4813, 0.0976, 0.5641, 0.4658, 0.4205, 0.3239, 0.3040, 0.3082, -0.8018, -0.4591, 1.2067, -1.0855, -1.0038, 0.4916, 0.7477, -1.3049, -0.7481, -0.2913, 0.1060, -0.3369, 0.2410, 0.3344, 0.3252, 0.4507, 0.2074, 0.3996, 0.2348, 0.3443, 0.3940, -1.2053, 1.2723, -1.3064, -0.0156, 0.4119, -0.6234, -0.8929, -0.7446, -0.5206, 0.4300, 0.2055, 0.2317, 0.4556, 0.2963, 0.2347, 0.6992, 0.4895, 0.3812, 0.3963, 0.2839, -1.0104, 0.6931, -0.9700, -1.3872, -0.6026, 0.4260, 0.1404, 0.3493, 0.4159, 0.2686, 0.2020, 0.3776, 0.3776, 0.3766, 0.5145], "energy_ev": -230268.197, "charge": 0, "homo_lumo_gap_ha": 0.2489, "e_above_lowest_kj_mol": 222.27}